1.
Density functional theory data (ωB97M-V/def2-TZVPD) for a molecular structure, C25H50I2NO4S in a non-equilibrium geometry.

Cartesian coordinates (Å):
1 C 2.19 -4.97 9.95
2 O 0.75 -5.21 9.72
3 C -0.05 -4.16 10.37
4 C -1.30 -3.70 9.41
5 C -0.64 -2.78 8.19
6 C -0.35 -1.22 8.62
7 C -1.34 -0.12 7.90
8 C -1.41 -0.23 6.27
9 C -1.02 1.18 5.48
10 C 0.13 0.82 4.37
11 C -0.23 1.40 2.84
12 C 0.96 0.75 1.86
13 C 0.41 0.39 0.35
14 C 0.59 -1.23 -0.02
15 S 2.45 -1.54 -0.02
16 O -0.13 -1.96 1.05
17 C -1.59 -1.80 0.92
18 O -2.46 -2.74 0.52
19 C -0.09 -1.46 -1.53
20 I -0.67 0.28 -2.81
21 C -0.33 -2.85 -2.07
22 C 0.10 -4.21 -1.24
23 I -1.26 -3.07 -4.07
24 H 2.32 -4.54 11.04
25 H 2.54 -4.17 9.17
26 H 2.83 -5.97 9.79
27 H -0.42 -4.45 11.44
28 H 0.65 -3.21 10.52
29 H -1.87 -4.58 8.88
30 H -2.10 -3.03 9.93
31 H 0.41 -3.29 7.94
32 H -1.29 -2.87 7.20
33 H 0.76 -0.86 8.40
34 H -0.50 -1.17 9.80
35 H -2.46 -0.22 8.30
36 H -0.97 0.95 8.27
37 H -0.74 -1.13 5.95
38 H -2.52 -0.50 5.98
39 H -0.64 1.94 6.32
40 H -2.00 1.60 4.98
41 H 0.32 -0.34 4.21
42 H 1.15 1.27 4.77
43 H -0.13 2.57 2.77
44 H -1.29 1.00 2.52
45 H 1.54 -0.13 2.39
46 H 1.76 1.63 1.74
47 H -0.69 0.75 0.23
48 H 1.12 0.95 -0.41
49 H 3.09 -0.59 -0.88
50 H -2.04 -0.73 1.14
51 H -0.55 -4.36 -0.25
52 H 0.03 -5.20 -1.85
53 H 1.21 -4.07 -0.85
54 C -1.35 3.92 -6.37
55 C -0.90 3.63 -7.79
56 N 0.63 3.65 -7.99
57 C 1.15 5.06 -7.59
58 C 0.98 3.53 -9.49
59 C 0.60 2.22 -10.16
60 C 1.40 2.63 -7.09
61 C 0.95 1.16 -7.15
62 O -0.39 1.01 -6.71
63 C -1.01 -0.17 -7.23
64 H -1.14 4.96 -6.07
65 H -2.44 3.80 -6.30
66 H -0.90 3.26 -5.64
67 H -1.31 4.40 -8.46
68 H -1.28 2.67 -8.13
69 H 0.59 5.81 -8.15
70 H 2.22 5.11 -7.83
71 H 1.01 5.20 -6.51
72 H 2.06 3.69 -9.60
73 H 0.46 4.35 -10.00
74 H 1.37 1.46 -10.00
75 H 0.55 2.37 -11.25
76 H -0.37 1.82 -9.85
77 H 1.30 3.00 -6.06
78 H 2.46 2.71 -7.38
79 H 1.58 0.59 -6.46
80 H 1.10 0.73 -8.14
81 H -0.28 -0.95 -7.48
82 H -1.57 0.10 -8.13
83 H -1.71 -0.55 -6.49

Output
Orbital gap, eV: 8.06
Charge: +1
HOMO level, eV: -10.5
Electronic energy, a.u.: -2331.1671
LUMO, eV: -2.46

Results of the Mulliken charge analysis, in e, for atoms 1 through 6:
1 C -0.503
2 O -0.328
3 C -0.406
4 C -0.619
5 C -0.385
6 C -0.588


2.
Density functional theory data (ωB97M-V/def2-TZVPD) for 3 unconnected molecules or ions with the total composition C25H50N2O4 in a non-equilibrium geometry.

Cartesian coordinates (Å):
1 C 8.13 -1.11 -1.88
2 C 6.73 -0.91 -1.41
3 C 5.80 0.43 -1.80
4 C 4.71 -0.11 -2.90
5 O 3.48 0.69 -3.01
6 C 2.73 0.76 -1.75
7 C 2.41 -0.68 -1.04
8 O 1.53 -1.48 -1.90
9 C 2.09 -2.81 -2.19
10 H 8.99 -0.49 -1.34
11 H 8.36 -1.88 -2.77
12 H 6.16 -1.72 -0.75
13 H 5.35 0.80 -0.79
14 H 6.48 1.31 -2.23
15 H 4.52 -1.28 -2.76
16 H 5.25 -0.03 -3.97
17 H 3.29 1.54 -1.05
18 H 1.68 1.26 -2.01
19 H 3.39 -1.22 -0.68
20 H 1.79 -0.44 -0.05
21 H 1.56 -3.70 -1.62
22 H 3.24 -2.91 -2.05
23 H 1.88 -3.02 -3.35
24 C -1.00 0.28 -2.14
25 C -2.37 -0.44 -1.97
26 C -2.84 -1.08 -3.31
27 C -3.51 -0.13 -4.28
28 C -4.59 0.69 -3.59
29 C -4.05 1.44 -2.35
30 N -3.36 0.52 -1.38
31 O -4.35 -0.23 -0.72
32 C -3.10 2.57 -2.83
33 C -5.23 2.22 -1.68
34 C -2.02 -1.65 -1.02
35 H -1.05 1.36 -2.01
36 H -0.27 -0.03 -1.38
37 H -0.55 0.09 -3.12
38 H -3.57 -1.88 -3.09
39 H -2.00 -1.57 -3.81
40 H -2.76 0.53 -4.74
41 H -3.96 -0.70 -5.11
42 H -5.02 1.40 -4.31
43 H -5.41 0.02 -3.30
44 H -2.66 3.11 -1.98
45 H -3.64 3.30 -3.44
46 H -2.28 2.21 -3.47
47 H -6.06 1.58 -1.40
48 H -5.63 2.98 -2.37
49 H -4.88 2.75 -0.78
50 H -1.73 -1.30 -0.02
51 H -1.18 -2.23 -1.42
52 H -2.85 -2.35 -0.91
53 C 1.00 0.68 5.69
54 C -0.34 0.00 5.28
55 C -0.11 -1.46 4.79
56 C 0.36 -1.59 3.35
57 C -0.52 -0.77 2.41
58 C -0.60 0.72 2.84
59 N -1.04 0.87 4.28
60 O -2.41 0.59 4.33
61 C 0.78 1.38 2.60
62 C -1.54 1.48 1.85
63 C -1.12 -0.13 6.64
64 H 1.28 1.52 5.06
65 H 0.94 1.12 6.69
66 H 1.83 -0.03 5.70
67 H -1.05 -2.03 4.87
68 H 0.60 -1.97 5.44
69 H 1.41 -1.29 3.26
70 H 0.33 -2.64 3.04
71 H -0.12 -0.85 1.39
72 H -1.52 -1.22 2.38
73 H 0.78 2.42 2.93
74 H 1.04 1.37 1.54
75 H 1.61 0.86 3.10
76 H -2.54 1.04 1.80
77 H -1.14 1.45 0.83
78 H -1.64 2.53 2.14
79 H -1.38 0.85 7.05
80 H -0.49 -0.64 7.39
81 H -2.03 -0.72 6.55

Output
Multiplicity: 3
Orbital gap (spin up / spin down), eV: 8.76 / 8.13
<S²>: 2.813
HOMO level (spin up / spin down), eV: -8.6 / -8.3
Electronic energy, a.u.: -1392.5812
LUMO (spin up / spin down), eV: 0.18 / -0.15

Results of the Mulliken charge analysis, in e, for atoms 1 through 6:
1 C -0.673
2 C -0.397
3 C -0.180
4 C -0.198
5 O -0.418
6 C -0.272


3.
Density functional theory data (ωB97M-V/def2-TZVPD) for a molecular structure, C25H51AlClN2O14.

Cartesian coordinates (Å):
1 C 2.71 -3.32 1.33
2 C 3.28 -1.93 1.48
3 O 3.48 -1.44 2.56
4 N 3.58 -1.24 0.26
5 C 3.17 0.18 0.24
6 C 1.81 0.37 -0.46
7 C 0.99 1.49 0.19
8 C 0.15 0.97 1.36
9 Al -1.24 -0.36 0.80
10 Cl -0.58 -2.40 1.42
11 C -3.03 0.08 1.61
12 C -4.29 -0.76 1.26
13 C -4.38 -1.28 -0.16
14 N -3.53 -2.35 -0.51
15 O -5.22 -0.86 -0.93
16 H 1.94 -3.46 2.08
17 H 3.51 -4.05 1.49
18 H 2.27 -3.46 0.34
19 H 4.57 -1.32 0.07
20 H 3.11 0.58 1.26
21 H 3.94 0.74 -0.29
22 H 1.27 -0.58 -0.40
23 H 1.98 0.57 -1.52
24 H 1.69 2.28 0.51
25 H 0.35 1.95 -0.56
26 H 0.83 0.50 2.10
27 H -0.32 1.81 1.89
28 H -1.34 -0.36 -0.83
29 H -3.24 1.13 1.38
30 H -2.89 0.02 2.70
31 H -4.37 -1.61 1.95
32 H -5.20 -0.16 1.34
33 H -3.88 -2.72 -1.38
34 H -2.57 -2.02 -0.67
35 C 6.28 -1.54 -2.33
36 C 5.04 -1.92 -3.11
37 O 4.61 -0.84 -3.96
38 C 5.29 -0.70 -5.10
39 O 6.19 -1.40 -5.49
40 O 4.79 0.35 -5.75
41 C 5.43 0.63 -7.00
42 H 6.11 -0.62 -1.77
43 H 6.52 -2.34 -1.62
44 H 7.13 -1.40 -2.99
45 H 4.20 -2.10 -2.44
46 H 5.21 -2.81 -3.72
47 H 5.45 -0.25 -7.63
48 H 6.45 0.97 -6.83
49 H 4.84 1.42 -7.46
50 C 6.06 -0.73 4.72
51 C 6.21 -2.19 4.35
52 O 7.60 -2.55 4.13
53 C 8.32 -2.76 5.23
54 O 7.93 -2.73 6.37
55 O 9.57 -3.05 4.85
56 C 10.47 -3.28 5.94
57 H 6.53 -0.11 3.96
58 H 5.00 -0.48 4.76
59 H 6.52 -0.52 5.68
60 H 5.72 -2.40 3.41
61 H 5.79 -2.84 5.12
62 H 10.07 -4.04 6.61
63 H 10.64 -2.36 6.50
64 H 11.40 -3.62 5.48
65 C -6.58 -0.68 -3.72
66 C -7.70 -0.43 -4.70
67 O -7.75 0.95 -5.13
68 C -6.89 1.28 -6.08
69 O -6.14 0.54 -6.68
70 O -7.00 2.60 -6.31
71 C -6.09 3.10 -7.29
72 H -6.64 -0.01 -2.87
73 H -6.63 -1.70 -3.34
74 H -5.61 -0.54 -4.20
75 H -8.67 -0.59 -4.24
76 H -7.63 -1.07 -5.59
77 H -6.18 2.54 -8.22
78 H -5.07 3.05 -6.93
79 H -6.38 4.14 -7.45
80 C -6.68 4.27 5.71
81 C -5.58 3.63 4.90
82 O -6.09 2.86 3.80
83 C -6.47 3.57 2.73
84 O -6.41 4.77 2.62
85 O -6.92 2.71 1.82
86 C -7.41 3.32 0.62
87 H -7.39 3.51 6.04
88 H -6.26 4.76 6.59
89 H -7.22 5.01 5.12
90 H -5.02 2.91 5.49
91 H -4.88 4.38 4.52
92 H -6.67 3.99 0.20
93 H -8.33 3.86 0.82
94 H -7.59 2.49 -0.06

Output
Orbital gap, eV: 7.55
Charge: -1
HOMO level, eV: -5.4
Electronic energy, a.u.: -2848.8859
LUMO, eV: 2.18

Results of the Mulliken charge analysis, in e, for atoms 1 through 6:
1 C -1.318
2 C 0.591
3 O -0.544
4 N 0.069
5 C -0.772
6 C -0.290